A structure of composition C20H18Cl5F4N2OPd. Source: the Open Molecules 2025 dataset; level of theory: ωB97M-V/def2-TZVPD.

* molar mass: 662.1 g mol⁻¹
* HOMO energy (spin up / spin down): -11.4 / -11.7 eV
* net charge: +1
* spin multiplicity: 5
* ⟨S²⟩: 6.054
* relative energy (zero: lowest compared OMol25 entry of this formula, charge and spin): 1.75 kcal per mole
* calculated total energy: -103011.3681 eV

Each line ends with the Löwdin charge.
Cartesian coordinates (Å):
1 Pd -0.53541 0.23678 -0.51401  0.962
2 Cl 3.50194 -3.83472 -1.55618  0.716
3 Cl 0.48198 -1.90272 -5.58160  0.722
4 Cl 1.97891 -2.05185 0.46149  0.722
5 Cl 2.78585 -3.75368 -4.57972  0.726
6 Cl -1.06726 -0.12047 -3.54976  0.700
7 F -0.23092 -1.38871 4.23018  0.126
8 F -1.17924 -3.75422 4.92904  0.136
9 F -1.94020 -2.07003 -0.16364  0.092
10 F -2.86457 -4.43952 0.59946  0.137
11 O -3.60942 0.38000 -0.03977  0.120
12 N -0.63477 -0.41173 1.55718  0.038
13 N 0.64534 1.85636 0.37355  -0.257
14 C 0.91890 -1.92574 -3.92563  -0.708
15 C -3.23354 2.13075 -1.66738  -0.048
16 C -2.89025 1.01474 -0.71700  -0.296
17 C -1.37776 -3.33168 3.68676  -0.198
18 C 0.37049 3.09584 -0.38763  -0.234
19 C -2.22788 -3.68297 1.48449  -0.196
20 C 1.58010 -1.95673 -1.22851  -0.677
21 C 2.26857 -2.78425 -2.11595  -0.705
22 C 0.04651 1.92376 1.72409  -0.165
23 C 0.64719 2.93244 -1.87120  -0.067
24 C -0.89930 -2.09678 3.32345  -0.117
25 C 0.58139 -1.09858 -1.66095  -0.274
26 C -1.07304 -1.58605 1.99867  -0.161
27 C -2.05071 -4.13912 2.78291  0.139
28 C -1.75186 -2.45776 1.09504  -0.137
29 C 1.94215 -2.75655 -3.47349  -0.699
30 C 0.25651 -1.11973 -3.00483  -0.687
31 C 2.09167 1.51079 0.39137  -0.236
32 C -0.00483 0.57553 2.42501  -0.171
33 C 3.01497 2.59716 0.92968  -0.053
34 H -3.18550 3.06064 -1.09604  0.093
35 H 0.39363 3.85607 -2.39171  0.093
36 H -2.51809 2.18297 -2.48314  0.044
37 H 2.19919 0.59937 0.97206  0.062
38 H -0.67974 3.34572 -0.22757  0.106
39 H 0.95866 3.92110 0.02267  0.123
40 H 1.69680 2.72507 -2.07539  0.082
41 H -4.24852 1.99717 -2.04325  0.098
42 H 2.69161 2.97910 1.89852  0.078
43 H 0.04430 2.13016 -2.30573  0.017
44 H 3.11429 3.43685 0.24292  0.078
45 H 4.00760 2.16957 1.06589  0.091
46 H 2.37165 1.25135 -0.62842  0.110
47 H -0.55875 0.70141 3.35542  0.137
48 H -2.42336 -5.10865 3.08364  0.156
49 H -0.97557 2.28897 1.60180  0.122
50 H 0.57483 2.64415 2.35442  0.132
51 H 0.99547 0.22844 2.69878  0.129

***

The molecule C20H18F2N2O4 at a distorted geometry. Source: the Open Molecules 2025 dataset; level of theory: ωB97M-V/def2-TZVPD.

* SMILES: COc1cccc(CN(C)C(=O)c2cc(COc3c(F)cccc3F)on2)c1
* molar mass: 388.4 g mol⁻¹
* HOMO energy: -8.5 eV
* spin multiplicity: 1
* relative energy (zero: lowest compared OMol25 entry of this formula, charge and spin): 0.00 kcal per mole
* calculated total energy: -37635.0973 eV

Each line ends with the Löwdin charge.
Cartesian coordinates (Å):
1 F -4.02693 -1.46614 0.55098  0.073
2 F -5.21283 -2.23954 -3.96817  0.091
3 O -3.82869 -3.06501 -1.90109  0.010
4 O 5.48640 2.04053 3.14686  -0.084
5 O -0.41443 1.35075 -1.75428  0.064
6 O -0.89359 -2.58991 0.20179  0.048
7 N -0.01179 -1.56608 0.18711  0.106
8 N 1.57365 0.75660 -0.87500  -0.078
9 C -1.78203 -2.42319 -0.78995  -0.225
10 C 6.55551 2.01814 2.23386  -0.092
11 C -6.09196 -0.37948 -2.83596  -0.009
12 C -5.46554 0.00152 -0.56121  -0.009
13 C 1.76462 0.49460 2.18501  -0.039
14 C 2.14880 2.02898 -1.25236  -0.016
15 C 3.27280 1.55774 3.71986  -0.009
16 C 2.76633 0.45277 1.22754  -0.208
17 C 0.27667 0.53314 -1.16446  -0.398
18 C -0.34390 -0.76935 -0.79899  -0.160
19 C -5.29621 -1.50470 -2.84461  -0.197
20 C -4.67983 -1.13765 -0.58977  -0.193
21 C 4.02482 0.96589 1.51501  0.014
22 C 4.28821 1.51653 2.76409  -0.269
23 C -1.49053 -1.27651 -1.46868  0.081
24 C -6.17270 0.38398 -1.68335  -0.075
25 C -4.55635 -1.92920 -1.73122  -0.146
26 C 2.46567 -0.11582 -0.13886  -0.113
27 C -2.86271 -3.44205 -0.94996  -0.093
28 C 2.02438 1.04897 3.42742  -0.068
29 H 2.46315 2.57964 -0.36380  0.096
30 H 4.79207 0.92450 0.75655  0.107
31 H 6.33151 2.60348 1.33572  0.095
32 H 3.49270 1.99161 4.68223  0.116
33 H -6.63001 -0.11304 -3.73101  0.120
34 H 1.99731 -1.09308 -0.02558  0.105
35 H 1.24661 1.08245 4.17527  0.105
36 H 0.79464 0.08514 1.95223  0.097
37 H -2.43919 -4.37220 -1.34539  0.150
38 H 7.39755 2.47095 2.75501  0.093
39 H -1.98382 -0.83429 -2.30730  0.131
40 H -3.30866 -3.65947 0.02944  0.144
41 H 1.39439 2.60175 -1.78741  0.087
42 H 3.01392 1.86848 -1.89936  0.097
43 H 3.39241 -0.21712 -0.71590  0.128
44 H -5.50654 0.56990 0.35384  0.121
45 H 6.81802 0.99484 1.94575  0.095
46 H -6.78388 1.27096 -1.66188  0.108

***

Question: The highest relative energy (zero: lowest compared OMol25 entry of this formula, charge and spin) belongs to which entry?
Answer: C20H18Cl5F4N2OPd